Entry from the OMol25 dataset: the molecule CH2F3OPS (ωB97M-V/def2-TZVPD).

The value obtained for the strongest force on any atom is 0.07623 Eh/bohr. For the total energy, the calculation gives -1153.57310 hartree.

Structure (XYZ):
```
9
Properties=species:S:1:pos:R:3:nbo_charge:R:1
C -1.50116 0.29884 0.07574 0.839
O 3.05359 0.59879 -0.96141 -0.884
F -1.53924 0.78146 -1.09578 -0.302
F -1.90964 1.17610 0.97885 -0.322
F -2.35432 -0.75000 0.17852 -0.335
P 0.53485 -0.23002 0.28822 0.339
S 2.67200 0.41484 0.46861 0.633
H 0.40015 -1.43129 0.96258 0.015
H 0.64377 -0.85872 -0.89531 0.018
```

Entry from the OMol25 dataset: a structure of composition C22H25N5OV (ωB97M-V/def2-TZVPD).

The value obtained for the strongest force on any atom is 0.01186 Eh/bohr. The spin multiplicity is 2. Its expectation value of S² is 0.76. For the total energy, the calculation gives -2146.35595 hartree.

Structure (XYZ):
```
54
Properties=species:S:1:pos:R:3:nbo_charge:R:1
V -0.60210 -0.57017 0.47571 1.382
C -0.53310 0.98214 2.98754 -0.211
C 0.83148 1.58427 3.35935 -0.445
C 1.98596 0.63644 3.14442 0.244
C 3.06589 0.60425 4.02554 -0.253
C 4.07805 -0.31593 3.81986 -0.164
C 3.97734 -1.19612 2.75291 -0.272
C 2.86649 -1.09474 1.93171 0.056
N 1.90726 -0.19258 2.10639 -0.445
N -0.80549 0.99896 1.55645 -0.693
C -3.68042 -0.66336 0.26401 -0.577
C -3.05495 -1.65409 -0.41533 0.152
C -3.66957 -2.96441 -0.58198 -0.241
C -3.12778 -3.87612 -1.40911 -0.177
C -1.89990 -3.58402 -2.09154 -0.376
C -1.28095 -2.41812 -1.78220 0.071
N -1.77772 -1.46222 -0.95417 -0.628
C -1.34955 2.26804 1.15708 -0.273
C -1.36290 2.40575 -0.33471 0.334
C -1.70839 3.58530 -0.99058 -0.268
C -1.73666 3.59119 -2.37009 -0.159
C -1.43674 2.42039 -3.06100 -0.260
C -1.11100 1.29654 -2.33081 0.060
N -1.05731 1.29830 -0.99750 -0.489
H -0.58636 -0.04127 3.36129 0.216
H -1.30882 1.55126 3.51738 0.179
H 0.98911 2.49987 2.77913 0.214
H 0.82496 1.88095 4.41150 0.210
H 3.09607 1.28630 4.86564 0.214
H 4.92500 -0.36012 4.49294 0.215
H 4.73081 -1.95001 2.56985 0.217
H 2.72228 -1.78105 1.10307 0.191
H -4.60663 -0.85520 0.78689 0.199
H -3.25739 0.32578 0.38226 0.186
H -4.58245 -3.16495 -0.03661 0.206
H -3.60344 -4.84009 -1.54647 0.204
H -1.44597 -4.28622 -2.77488 0.208
H -0.30081 -2.20710 -2.19942 0.166
H -2.38942 2.39192 1.51037 0.196
H -0.79522 3.11471 1.59113 0.189
H -1.95363 4.47116 -0.41934 0.219
H -1.99996 4.49252 -2.90866 0.218
H -1.47236 2.38099 -4.14074 0.221
H -0.90580 0.34344 -2.80448 0.209
C 2.60776 -0.51623 -3.91481 -0.590
C 3.11120 -0.59728 -2.47105 -0.512
C 2.00065 -0.59008 -1.52465 0.446
N 1.10556 -0.58353 -0.81530 -0.363
H 3.45469 -0.53166 -4.59798 0.225
H 2.04805 0.40371 -4.07688 0.221
H 1.95982 -1.35979 -4.14760 0.224
H 3.75947 0.24548 -2.22748 0.257
H 3.68462 -1.50941 -2.30035 0.257
O -0.32975 -1.89381 1.27328 -0.609
```

Entry from the OMol25 dataset: a structure of composition C27H37ClEuN5O10 (ωB97M-V/def2-TZVPD).

The value obtained for the strongest force on any atom is 0.05708 Eh/bohr. As for the charge: -1. The spin multiplicity is 8. Its expectation value of S² is 15.76. For the total energy, the calculation gives -3247.65506 hartree.

Structure (XYZ):
```
81
Properties=species:S:1:pos:R:3:lowdin_spin:R:1
O 2.35240 3.41535 1.37659 0.002
C 2.79806 2.41510 1.92559 0.001
C 3.96991 1.69185 1.31992 0.000
C 3.95312 0.81631 0.22931 0.000
H 3.00116 0.37130 -0.08383 0.000
C 5.17798 0.51628 -0.38757 0.000
H 5.15204 -0.11333 -1.28178 0.000
C 6.37142 1.02932 0.13822 0.000
H 7.30159 0.82724 -0.38082 0.000
C 6.37581 1.78943 1.31461 0.000
H 7.30011 2.15827 1.76002 0.000
C 5.16274 2.10515 1.91916 0.000
H 5.09761 2.67240 2.85554 0.000
H 2.83875 2.28726 3.11979 0.000
C 0.77589 0.97690 3.70466 0.001
C 1.59835 0.44168 2.58919 -0.005
H 1.26784 0.90539 4.69062 0.000
H -0.13185 0.36726 3.95916 0.001
H 0.49513 2.01612 3.50301 0.000
C 2.37109 -0.63416 2.59867 -0.001
C 2.54882 -1.50502 3.80198 0.001
H 2.87806 -1.01516 1.69307 0.001
H 3.51169 -1.42463 4.32126 0.000
H 2.35483 -2.54919 3.58664 0.000
H 1.75143 -1.22284 4.49301 0.000
Eu -0.27551 -0.76704 1.55695 7.014
Cl -0.09974 -3.03389 2.86031 -0.009
C -2.27367 -2.57489 0.24858 0.002
O -2.49109 -1.40578 0.65910 -0.006
N -3.16588 -3.33633 -0.41934 0.001
C -4.49824 -2.73397 -0.48637 0.000
C -3.01192 -4.78409 -0.61051 0.000
H -1.27990 -3.01437 0.44868 0.001
H -4.28603 -1.66962 -0.27467 0.000
H -5.15616 -3.15234 0.29856 0.000
H -4.94516 -2.87436 -1.48299 0.000
H -1.94507 -4.99532 -0.51713 0.000
H -3.36190 -5.10155 -1.60127 0.000
H -3.56256 -5.37822 0.13116 0.000
H 2.56448 3.59985 -3.07872 0.000
H 1.08268 2.05072 -4.20865 0.000
C 2.52559 2.90468 -2.23537 0.000
C 0.74213 1.53170 -3.30183 0.000
N 1.20063 2.31162 -2.16034 0.000
H 2.72127 3.43519 -1.30037 0.000
C 0.49207 2.39179 -1.01457 0.001
O -0.42090 1.62316 -0.66237 0.001
H -0.35522 1.45857 -3.31827 0.000
H 0.81142 3.26650 -0.40680 0.000
H 3.28945 2.13205 -2.38723 0.000
H 1.18029 0.52062 -3.30185 0.000
H -4.38292 2.98123 3.18139 0.000
H -3.29298 5.08546 1.93342 0.000
C -3.37597 2.82719 3.58415 0.000
C -2.34865 4.73661 2.37928 0.000
N -2.38727 3.30463 2.63402 0.001
H -3.20302 1.76596 3.75773 0.000
C -1.64663 2.43473 1.93212 0.001
O -1.83171 1.18285 1.98285 -0.005
H -1.52502 4.94980 1.69088 0.000
H -0.82484 2.89911 1.33763 0.000
H -3.26822 3.39397 4.51362 0.000
H -2.19578 5.29507 3.31387 0.000
O 1.78951 -2.19034 -2.30519 0.001
C 0.73698 -1.81554 -1.75542 0.001
O 0.55733 -1.30988 -0.57222 -0.009
C -0.52106 -1.99935 -2.61774 0.000
C -1.54989 -1.05077 -2.65586 0.000
C -2.73788 -1.33746 -3.35300 0.000
C -2.92220 -2.50626 -4.08327 0.000
C -1.88404 -3.43790 -4.06273 0.000
C -0.66988 -3.17524 -3.37866 0.000
N -2.10963 -4.76975 -4.55204 0.000
O -3.21765 -5.03166 -5.07683 0.000
O -1.19460 -5.61258 -4.41624 0.000
N -3.87579 -0.44139 -3.20612 0.000
O -3.68999 0.68875 -2.70347 0.000
O -4.99785 -0.86644 -3.58276 0.000
H -1.45139 -0.12339 -2.09926 0.000
H -3.84944 -2.68683 -4.62031 0.000
H 0.11547 -3.93357 -3.40055 0.000
```

Entry from the OMol25 dataset: the molecule C7H14 (ωB97M-V/def2-TZVPD).

The value obtained for the strongest force on any atom is 0.04128 Eh/bohr. As for the SMILES: C=C(C)CCCC. For the total energy, the calculation gives -275.07503 hartree.

Structure (XYZ):
```
21
Properties=species:S:1:pos:R:3:nbo_charge:R:1
C 0.17041 2.94014 0.07542 -0.605
C 1.19973 1.84972 -0.29215 -0.397
C 0.45164 0.59146 -0.74326 -0.399
C 0.04549 -0.27333 0.46852 -0.438
C -0.95519 -1.90018 -1.16944 -0.428
C -0.65253 -1.57814 0.09926 0.041
C -0.57510 -2.67030 1.11811 -0.645
H 0.52214 3.84023 0.57425 0.210
H -0.38703 3.25496 -0.81046 0.199
H -0.57763 2.49600 0.73378 0.196
H 1.94636 2.18283 -1.00704 0.206
H 1.74732 1.63669 0.62844 0.194
H -0.34933 0.80789 -1.44982 0.204
H 1.08764 -0.05321 -1.36849 0.205
H -0.64726 0.37749 1.01368 0.210
H 0.87146 -0.57110 1.10614 0.211
H -1.25790 -2.93396 -1.29155 0.189
H -1.01123 -1.22907 -2.00986 0.201
H -1.21552 -2.41868 1.97859 0.216
H 0.36392 -2.71751 1.68565 0.212
H -0.77740 -3.63195 0.66024 0.217
```

Entry from the OMol25 dataset: a structure of composition C15H14AsIN4O2PdS5 (ωB97M-V/def2-TZVPD).

The value obtained for the strongest force on any atom is 0.00905 Eh/bohr. As for the charge: -2. The spin multiplicity is 3. Its expectation value of S² is 2.01. For the total energy, the calculation gives -5601.92928 hartree.

Structure (XYZ):
```
43
Properties=species:S:1:pos:R:3:nbo_charge:R:1
Pd -0.85854 -1.00533 -0.37293 0.860
S 0.04427 -2.64737 -5.05001 -0.787
As -0.05511 -2.80006 -2.95033 0.974
S -2.02406 -2.30199 -2.08709 -0.674
S 0.96335 -1.13043 -1.87953 -0.648
S 0.67430 -4.63843 -2.09819 -0.818
C 0.61408 1.82026 -4.36378 -0.637
C -0.14525 1.96537 -3.07616 0.006
C -1.36413 1.32214 -2.91293 -0.191
C -2.00580 1.31603 -1.68509 -0.242
C -1.42856 1.96050 -0.59397 -0.279
C -0.23780 2.65877 -0.75626 -0.234
C 0.38883 2.65911 -1.99262 -0.211
S -2.07908 1.60219 1.03081 2.320
O -2.12979 2.84207 1.78480 -1.001
O -3.33671 0.92832 0.80515 -0.980
N -1.06225 0.51651 1.58712 -1.006
C 0.19595 0.85585 2.04529 0.374
C 0.51749 2.04216 2.74052 -0.314
C 1.81709 2.24667 3.14671 -0.176
C 2.78816 1.28262 2.89011 -0.333
C 2.37581 0.13904 2.22887 0.056
N 1.13273 -0.07687 1.81727 -0.464
H 0.92806 0.77984 -4.48002 0.264
H 1.50381 2.45168 -4.37461 0.193
H -0.00521 2.07630 -5.22606 0.204
H -1.77859 0.73657 -3.72516 0.232
H -2.91359 0.74609 -1.54016 0.258
H 0.22304 3.15036 0.09079 0.222
H 1.34487 3.15902 -2.10525 0.196
H -0.25831 2.76818 2.93322 0.247
H 2.07684 3.15969 3.67247 0.193
H 3.82009 1.41079 3.18902 0.198
H 3.08398 -0.65330 2.00291 0.184
I -0.30023 -3.96621 5.06131 0.111
C -0.36248 -3.55922 3.04388 -0.319
C 0.26743 -4.26465 2.03394 -0.056
N -0.03290 -3.64951 0.89226 -0.323
N -0.83220 -2.59998 1.09733 -0.280
C -1.03215 -2.51138 2.40604 -0.046
H 0.89109 -5.14155 2.05523 0.221
H 0.20552 -3.94855 -0.09513 0.463
H -1.61408 -1.70129 2.81018 0.245
```

Entry from the OMol25 dataset: the molecule C4H12N2O (ωB97M-V/def2-TZVPD).

The value obtained for the strongest force on any atom is 0.04935 Eh/bohr. As for the SMILES: C[C@H](O)NN(C)C. For the total energy, the calculation gives -344.30461 hartree.

Structure (XYZ):
```
19
Properties=species:S:1:pos:R:3:nbo_charge:R:1
C 0.63323 1.12554 -0.37127 0.236
C -1.83652 -1.05670 0.99332 -0.411
C 0.50579 -1.52531 1.26045 -0.437
C 0.32435 2.01171 -1.64960 -0.633
N -0.48998 -0.53457 0.90215 -0.286
N -0.30299 0.05445 -0.43221 -0.496
O 1.99140 0.76142 -0.32538 -0.726
H 2.23254 0.34028 -1.15977 0.459
H -0.02089 -0.65684 -1.11450 0.329
H 0.44302 1.70509 0.53464 0.190
H -2.53160 -0.27431 0.69622 0.212
H -2.04001 -1.33535 2.02706 0.197
H -1.99634 -1.93806 0.35247 0.158
H 0.33469 -1.85024 2.28655 0.203
H 0.47650 -2.41123 0.60317 0.154
H 1.49452 -1.07120 1.20753 0.225
H -0.68807 2.39469 -1.58392 0.220
H 1.03222 2.83581 -1.66754 0.210
H 0.43813 1.42483 -2.55935 0.194
```

Entry from the OMol25 dataset: a cluster of 2 separate species, CH5S3 in total (ωB97M-V/def2-TZVPD).

The value obtained for the strongest force on any atom is 0.05147 Eh/bohr. As for the charge: -1. For the total energy, the calculation gives -1235.67493 hartree.

Structure (XYZ):
```
9
Properties=species:S:1:pos:R:3:nbo_charge:R:1
S 1.10360 -3.48102 -0.14330 -0.313
H -0.05320 -2.95938 -0.25774 0.149
C -0.45000 2.17521 -0.60726 -0.723
S 0.17501 0.30298 -0.25659 -0.126
S -0.24112 0.16548 1.82524 -0.762
H 0.37524 2.60284 -1.23243 0.192
H -0.43104 2.62585 0.44200 0.229
H -1.49275 2.20978 -1.01288 0.193
H 1.01426 -3.64174 1.24296 0.160
```

Entry from the OMol25 dataset: the ion C3H6IN2 with charge +1 (ωB97M-V/def2-TZVPD).

The value obtained for the strongest force on any atom is 0.12440 Eh/bohr. As for the charge: +1. As for the SMILES: I[C@@H]1C=NC[NH2+]1. For the total energy, the calculation gives -524.78021 hartree.

Structure (XYZ):
```
12
Properties=species:S:1:pos:R:3:nbo_charge:R:1
C -0.16297 -1.44846 -0.24632 0.176
C 1.23871 0.06057 0.51666 -0.080
C -0.94903 -0.04773 -0.63715 -0.255
N 0.94138 -1.19037 0.27013 -0.355
N -0.08944 0.89296 0.16753 -0.616
I -3.02820 0.17091 -0.01895 0.224
H -0.59232 -2.31649 -0.42054 0.214
H 1.78158 0.28046 1.50765 0.270
H 2.06309 0.45728 -0.17740 0.239
H -0.87045 0.14261 -1.65639 0.237
H -0.44567 1.16686 1.14954 0.469
H 0.11333 1.83140 -0.45476 0.478
```

strongest force on any atom of number 1 (CH2F3OPS)? 0.07623 Eh/bohr

Which formula does entry 6 have? C4H12N2O